Record 1
2 unconnected molecules or ions with the total composition C6H11N5, computed with ωB97M-V with the def2-TZVPD basis set.

Geometry as XYZ:
```
22
Properties=species:S:1:pos:R:3:forces:R:3:lowdin_charge:R:1
C -2.3574 -0.0585 -1.3406 1.3 -0.6 1.9 -0.09
C -2.1583 -1.0531 -0.3352 -1.8 2.5 -0.8 -0.11
C -1.7797 1.1809 -1.2162 2.5 -0.1 3.1 -0.10
C -1.4973 -0.7579 0.8301 1.8 0.9 -0.4 -0.14
C -0.9582 1.4863 -0.0762 -0.2 -2.8 2.1 -0.04
C -0.7638 0.4284 0.9524 -3.2 1.2 -3.6 -0.10
N 1.1256 -0.9078 -1.0648 -0.4 -1.4 1.1 -0.01
N 2.5216 1.3091 1.2150 1.5 -0.9 1.7 0.06
N 2.5740 -0.9199 1.0890 0.7 -0.5 1.7 0.11
N 1.4562 0.3412 -0.5064 0.1 -0.6 -0.1 -0.05
N 2.1737 0.2947 0.5318 0.9 -0.4 0.3 -0.42
H -2.9349 -0.1733 -2.2032 -1.0 -0.8 -1.0 0.08
H -2.9306 -1.7483 -0.2414 -0.6 -2.0 -0.5 0.08
H -1.8017 1.8660 -1.9923 -0.4 1.4 -1.3 0.07
H -1.3733 -1.4998 1.5983 -0.3 -0.2 0.3 0.10
H -0.4303 2.4135 0.1778 -0.4 -0.2 -0.9 0.09
H 0.6388 -0.6005 -1.9000 -0.4 -0.7 0.2 0.07
H 0.5224 -1.5978 -0.4261 1.3 2.4 -1.7 0.13
H 1.9981 2.0931 0.9627 -1.0 1.3 -1.1 0.00
H -0.2086 0.4723 1.8194 1.4 1.0 1.6 0.06
H 3.4271 -0.9668 1.7122 -1.6 1.6 -0.8 0.13
H 2.7566 -1.6018 0.4138 -0.2 -1.0 -1.9 0.04
```
Positions in Å, forces in eV/Å.

As for the energy: -508.807077 hartree. For the orbital gap, the calculation gives 8.56 eV. The largest force on an atom is 5.0 eV/A. The total charge is 0.



Record 2
A single C2H5N3O3 molecule, computed with ωB97M-V with the def2-TZVPD basis set.

Geometry as XYZ:
```
13
Properties=species:S:1:pos:R:3:forces:R:3:lowdin_charge:R:1
H 2.3464 -0.4417 -0.0447 -0.6 -0.1 0.8 0.09
N 1.9415 -0.0338 0.8160 -0.2 0.3 0.0 0.18
C 0.7107 0.2174 0.7209 0.9 -0.4 -1.0 -0.44
N -0.0555 0.8754 1.6967 1.5 -0.7 1.6 -0.04
O -0.6709 1.9968 1.1651 -2.7 0.2 -0.1 -0.06
O 0.0295 -0.0893 -0.4824 -0.4 1.0 0.6 -0.02
C -0.5235 -1.3020 -0.7279 -0.4 -1.8 0.4 -0.22
N -0.8588 -1.6962 -1.8990 0.5 1.9 0.8 0.03
O -0.6319 -0.6588 -2.8253 -0.3 -0.7 -0.5 -0.06
H 0.5512 1.1720 2.5382 -1.1 -0.7 -2.0 0.18
H -1.6665 1.8110 1.2629 2.2 0.5 -0.2 0.15
H -0.7095 -2.0005 0.1027 0.3 0.5 -0.3 0.14
H -0.4629 0.1496 -2.3232 0.1 0.1 0.0 0.07
```
Positions in Å, forces in eV/Å.

As for the SMILES: [H]/N=C(/NO)O/C=N\O. As for the energy: -469.049443 hartree. For the orbital gap, the calculation gives 10.17 eV. The largest force on an atom is 2.7 eV/A. The total charge is 0.



Record 3
A gas-phase ion, C13H27FN3O2S (charge +1), computed with ωB97M-V with the def2-TZVPD basis set.

Geometry as XYZ:
```
47
Properties=species:S:1:pos:R:3:forces:R:3:lowdin_charge:R:1
C -1.0673 0.9945 3.2956 -0.1 0.0 -0.1 -0.06
C -1.2263 1.9012 2.0672 0.2 -0.1 0.1 -0.20
C 0.0723 2.0436 1.2908 0.1 0.2 0.2 -0.12
N 0.4706 0.7611 0.5748 0.0 0.2 -0.1 -0.01
C 1.9426 0.7686 0.1553 0.1 0.0 0.2 -0.16
C 2.7742 0.1585 1.2930 0.0 0.0 -0.1 -0.32
C 2.4970 -1.2893 1.6379 0.0 0.0 0.1 0.00
F 2.5662 0.9273 2.4425 0.1 -0.1 -0.1 0.00
C 2.3084 0.0614 -1.1852 0.0 -0.1 0.0 -0.13
N 1.2684 -0.6896 -1.8594 0.0 0.0 0.1 0.02
C 0.1102 -1.0199 -1.0687 0.1 -0.1 0.0 -0.36
N -0.7962 -1.7598 -1.8953 -0.1 0.3 0.0 0.13
C -1.7795 -2.4022 -1.4123 0.1 0.0 0.1 -0.36
C -2.1080 -2.5591 0.0530 0.0 0.0 -0.1 -0.01
C -2.6990 -3.0744 -2.3913 0.1 -0.1 0.0 -0.02
C -0.5024 0.2672 -0.4713 0.2 -0.2 0.0 -0.19
S -1.0549 1.5265 -1.6977 0.0 0.0 0.1 0.66
C 0.3348 2.4546 -2.2830 0.1 -0.2 -0.2 -0.11
O -1.5739 0.8041 -2.8114 -0.1 -0.1 0.0 -0.26
O -1.8871 2.4119 -0.9357 0.0 0.1 0.1 -0.29
H -0.3899 0.1486 3.1254 0.0 0.0 0.0 0.06
H -2.0242 0.5693 3.5946 0.0 0.0 0.0 0.08
H -0.6720 1.5494 4.1453 0.1 0.0 0.0 0.09
H -1.4681 2.9130 2.3932 -0.2 0.0 0.0 0.13
H -2.0444 1.5777 1.4299 0.0 0.1 -0.1 0.10
H 0.8801 2.2254 1.9957 0.1 0.0 -0.1 0.13
H 0.0575 2.8551 0.5704 -0.1 -0.1 -0.1 0.12
H 0.4155 0.0633 1.3231 -0.1 -0.1 -0.1 0.13
H 2.2206 1.8199 0.1056 -0.1 0.0 0.0 0.15
H 3.8204 0.2742 0.9972 0.0 0.1 0.1 0.16
H 3.2238 -1.6232 2.3762 0.0 0.0 0.0 0.10
H 1.5102 -1.4220 2.0936 0.0 0.0 -0.1 0.08
H 2.5821 -1.9334 0.7631 0.0 0.0 0.0 0.09
H 3.1449 -0.6075 -0.9587 0.0 0.0 0.0 0.12
H 2.7107 0.8103 -1.8661 0.0 0.0 0.0 0.13
H 0.9885 -0.3360 -2.7642 0.0 -0.1 0.0 0.11
H 0.4703 -1.6093 -0.2075 -0.1 0.0 0.0 0.14
H -1.2424 -2.4242 0.7041 0.0 0.0 0.0 0.07
H -2.8907 -1.8504 0.3424 0.0 0.0 0.0 0.10
H -2.5235 -3.5506 0.2302 0.1 0.0 0.0 0.09
H -3.0592 -2.3424 -3.1132 0.0 0.0 0.0 0.09
H -3.5346 -3.5691 -1.9006 0.0 0.1 0.0 0.08
H -2.1356 -3.8256 -2.9466 0.0 0.0 0.0 0.09
H -1.4274 0.0486 0.0566 -0.1 0.0 0.0 0.13
H 0.8556 1.8708 -3.0374 0.0 0.0 0.0 0.07
H -0.1357 3.3191 -2.7526 0.1 0.1 0.1 0.09
H 1.0175 2.7627 -1.4982 -0.1 0.1 0.1 0.06
```
Positions in Å, forces in eV/Å.

As for the SMILES: CCC[N@@H+]1[C@@H]([C@H](C)F)CN[C@H](N=C(C)C)[C@@H]1S(C)(=O)=O. As for the energy: -1324.056394 hartree. For the orbital gap, the calculation gives 10.40 eV. The largest force on an atom is 0.3 eV/A. The total charge is +1.



Record 4
2 unconnected molecules or ions with the total composition C2H3NO, computed with ωB97M-V with the def2-TZVPD basis set.

Geometry as XYZ:
```
7
Properties=species:S:1:pos:R:3:forces:R:3:lowdin_charge:R:1
O -0.9972 0.4997 -0.5004 0.9 0.9 1.1 0.02
C -0.5376 -0.6334 -0.0996 0.7 -0.2 -0.1 -0.05
C 1.5353 0.0909 -0.0018 -1.0 0.4 -0.1 -0.21
N 1.5199 1.1945 0.3846 0.3 -0.7 -0.1 -0.07
H -0.4354 1.1743 0.0283 -1.0 -0.5 -0.8 0.12
H -0.8535 -1.4641 -0.7198 0.4 -0.1 -0.2 0.11
H -0.2315 -0.8619 0.9086 -0.3 0.3 0.2 0.08
```
Positions in Å, forces in eV/Å.

As for the energy: -207.873147 hartree. For the orbital gap, the calculation gives 9.42 eV. The largest force on an atom is 1.7 eV/A. The total charge is 0.